Entry 1:
Entry from OMol25: C3H5ClN2S in the gas phase (wB97M-V/def2-TZVPD).

Structure (XYZ):
```
12
Properties=species:S:1:pos:R:3:forces:R:3:mulliken_charge:R:1
S -2.5408 -1.8755 -0.6351 1.441 1.608 2.172 -0.352
C -1.2599 -1.0812 0.3103 -4.041 -1.593 -2.764 -0.320
N -0.0888 -1.5359 0.0144 3.166 1.837 1.362 0.188
N 1.1804 -1.0064 0.4099 -1.411 3.836 0.012 -0.621
C 1.2453 0.3397 0.4043 -2.273 -2.568 -1.850 -0.154
C 0.2793 1.5247 -0.2343 -1.542 -1.865 0.732 -0.344
Cl 1.2796 2.3125 -1.6023 -0.942 -0.550 1.688 -0.167
H -1.4091 -0.2486 0.9703 0.138 0.254 0.273 0.477
H -0.0955 -2.4527 -0.3231 0.528 -1.449 -0.949 0.220
H 2.1599 0.7175 0.7710 0.974 0.372 0.322 0.455
H 0.0370 2.2387 0.7418 0.549 -1.446 -3.099 0.318
H -0.7874 1.0671 -0.8274 3.412 1.563 2.102 0.300
```
Forces are in eV/Å.

Calculated values
LUMO level = -0.0180 Eh
Orbital gap = 8.0 eV
Total charge = 0
HOMO = -8.5 eV
Spin multiplicity = 1
Relative energy (zero: lowest compared OMol25 entry of this formula, charge and spin) = 290.7 kJ/mol



Entry 2:
Entry from OMol25: a molecular structure, C3H5ClNO (wB97M-V/def2-TZVPD).

Structure (XYZ):
```
11
Properties=species:S:1:pos:R:3:forces:R:3:mulliken_charge:R:1
C 1.5789 -0.7811 0.0445 1.332 -0.987 -1.057 0.084
C -0.9262 -0.4473 -0.0723 -0.835 -0.919 -1.060 -0.500
C -1.0553 1.0754 0.0929 -1.953 0.361 -1.295 -0.193
N 0.4900 -0.1449 -0.0962 1.510 -0.412 -0.793 0.401
O 0.3430 1.1819 -0.1476 1.890 1.287 -0.255 -0.289
Cl 3.1181 -0.1028 0.0005 -0.533 0.387 0.253 0.006
H 1.6264 -1.8792 -0.0422 -0.764 0.575 0.410 0.345
H -0.9559 -0.9875 0.8579 -1.536 -0.718 0.026 0.341
H -1.3468 -0.9172 -1.0562 0.868 0.661 2.102 0.295
H -1.6371 1.6491 -0.6889 0.584 -0.701 1.145 0.269
H -1.2350 1.3534 1.1075 -0.563 0.466 0.523 0.241
```
Forces are in eV/Å.

Calculated values
LUMO level = -0.1796 Eh
Orbital gap = 10.6 eV
Total charge = +1
HOMO = -15.5 eV
Spin multiplicity = 1
Relative energy (zero: lowest compared OMol25 entry of this formula, charge and spin) = 162.8 kJ/mol



Entry 3:
Entry from OMol25: 3 unconnected molecules or ions with the total composition C3H5ClO2 (wB97M-V/def2-TZVPD).

Structure (XYZ):
```
11
Properties=species:S:1:pos:R:3:forces:R:3:mulliken_charge:R:1
C -2.2194 0.9873 -2.2224 0.326 -1.583 -1.131 0.146
C 1.2582 -1.2217 0.9314 -1.597 -1.565 1.551 -0.876
C 0.5264 -0.9764 -0.3064 -1.094 -0.426 -1.296 0.315
O -2.0401 0.0775 -2.8856 -0.323 1.572 1.122 -0.142
O 0.0029 -1.8803 -0.9279 0.278 1.101 0.040 -0.482
Cl -1.6156 3.3170 1.2660 0.597 0.128 -0.113 -0.243
H 1.6324 -2.2499 0.9577 0.297 0.243 -0.306 0.281
H 0.3938 -1.3233 1.7190 1.815 1.023 -0.877 0.232
H 2.0264 -0.4883 1.0389 0.299 0.503 0.939 0.318
H 0.4151 0.1180 -0.5996 -0.012 -0.862 -0.044 0.213
H -0.3801 3.6401 1.0289 -0.587 -0.134 0.113 0.239
```
Forces are in eV/Å.

Calculated values
LUMO level = 0.0225 Eh
Orbital gap = 10.6 eV
Total charge = 0
HOMO = -10.0 eV
Spin multiplicity = 1
Relative energy (zero: lowest compared OMol25 entry of this formula, charge and spin) = 139.2 kJ/mol



Entry 4:
Entry from OMol25: C3H5ClO2S in the gas phase (wB97M-V/def2-TZVPD).

Structure (XYZ):
```
12
Properties=species:S:1:pos:R:3:forces:R:3:mulliken_charge:R:1
C -0.4818 1.3762 -0.8251 -0.596 -0.596 0.484 -0.845
C -0.6568 0.8122 0.5940 1.158 2.230 -0.188 0.099
C -0.0371 -0.2466 1.0564 -0.191 -3.025 -0.114 -0.519
S 0.8369 -1.4990 0.0883 1.402 1.007 -1.639 0.983
O 1.5181 -0.7586 -0.9555 -0.124 -0.744 0.779 -0.584
O 1.5538 -2.4041 0.9300 -0.400 0.519 0.358 -0.532
Cl -0.3834 -2.7592 -1.0037 -0.460 0.427 0.448 -0.185
H 0.1143 2.2924 -0.7927 0.416 -0.252 0.351 0.265
H 0.0965 0.5744 -1.4163 -1.607 1.727 0.294 0.334
H -1.4640 1.8287 -1.1495 0.830 -1.241 -0.283 0.298
H -1.0040 1.4617 1.4369 -0.270 -0.436 -1.070 0.279
H -0.0924 -0.6780 2.0372 -0.158 0.384 0.580 0.407
```
Forces are in eV/Å.

Calculated values
LUMO level = -0.0180 Eh
Orbital gap = 10.5 eV
Total charge = 0
HOMO = -11.0 eV
Spin multiplicity = 1
Relative energy (zero: lowest compared OMol25 entry of this formula, charge and spin) = 138.8 kJ/mol



Entry 5:
Entry from OMol25: C3H5ClOS in the gas phase (wB97M-V/def2-TZVPD).

Structure (XYZ):
```
11
Properties=species:S:1:pos:R:3:forces:R:3:mulliken_charge:R:1
S -2.2718 -0.6912 0.0675 0.057 0.032 0.453 -0.268
C -1.5003 0.5289 -0.6599 0.197 -0.003 -0.032 0.007
O -0.3561 1.1463 -0.3599 -0.852 0.858 -0.996 -0.297
C 0.3563 0.9522 0.8555 -0.701 0.060 0.240 -0.478
C 0.9866 -0.3774 0.7992 0.813 -1.673 -0.074 -0.226
Cl 2.3306 -0.3890 -0.4345 -0.310 0.043 0.401 -0.209
H -1.9529 0.9227 -1.5755 0.576 0.257 0.143 0.319
H 1.1371 1.7174 0.9092 -0.480 0.114 -0.067 0.301
H -0.3678 1.0352 1.6862 0.420 -0.098 -0.150 0.314
H 1.4392 -0.6649 1.7631 -0.277 0.051 -0.480 0.347
H 0.2657 -1.1322 0.4332 0.557 0.361 0.563 0.189
```
Forces are in eV/Å.

Calculated values
LUMO level = 0.0095 Eh
Orbital gap = 9.4 eV
Total charge = 0
HOMO = -9.2 eV
Spin multiplicity = 1
Relative energy (zero: lowest compared OMol25 entry of this formula, charge and spin) = 66.9 kJ/mol



Entry 6:
Entry from OMol25: 2 unconnected molecules or ions with the total composition C3H5ClS (wB97M-V/def2-TZVPD).

Structure (XYZ):
```
10
Properties=species:S:1:pos:R:3:forces:R:3:mulliken_charge:R:1
Cl 2.1093 1.6691 -0.0047 0.256 -1.669 0.039 -0.146
C 2.4077 -0.0613 0.1245 1.389 0.342 1.055 -0.035
C 3.2267 -1.0773 0.0046 -1.910 1.877 -1.070 -0.099
C 1.9126 -1.3375 0.7004 -1.902 0.009 -2.605 -0.508
H 4.0065 -1.5227 -0.5369 0.934 -0.431 -0.297 0.360
H 0.9774 -1.7275 0.1826 1.341 -0.071 0.422 0.182
H 2.0139 -1.6951 1.6607 -0.138 -0.057 2.456 0.253
S -2.3090 1.5763 -0.0367 2.136 1.787 -0.264 -0.256
H -3.0139 0.5509 0.2100 -0.979 -1.961 0.547 0.121
H -1.0908 1.0685 0.3855 -1.127 0.174 -0.283 0.129
```
Forces are in eV/Å.

Calculated values
LUMO level = 0.0278 Eh
Orbital gap = 10.3 eV
Total charge = 0
HOMO = -9.5 eV
Spin multiplicity = 1
Relative energy (zero: lowest compared OMol25 entry of this formula, charge and spin) = 259.7 kJ/mol



Entry 7:
Entry from OMol25: C3H5ClS in the gas phase (wB97M-V/def2-TZVPD).

Structure (XYZ):
```
10
Properties=species:S:1:pos:R:3:forces:R:3:mulliken_charge:R:1
C -0.6684 -0.0466 0.1234 2.067 2.218 3.183 -1.034
C 0.7165 -0.5383 -0.2166 -2.823 -3.526 -0.438 -0.100
C 1.8157 0.1100 -0.0617 3.652 -0.909 0.039 -0.136
S 3.5399 -0.8790 -0.2115 -2.380 1.805 0.192 -0.010
Cl 4.7318 0.7180 0.1854 0.113 -0.117 -0.045 -0.176
H -1.5075 -0.5281 -0.2777 -0.829 -0.911 -0.704 0.359
H -0.7244 -0.0509 1.3176 -0.228 -0.041 -2.532 0.218
H -0.6365 1.0030 -0.1783 -0.704 0.111 0.209 0.284
H 0.6408 -1.6388 -0.4835 0.912 1.284 0.158 0.207
H 1.9214 1.1279 0.2809 0.220 0.086 -0.062 0.389
```
Forces are in eV/Å.

Calculated values
LUMO level = 0.0081 Eh
Orbital gap = 8.9 eV
Total charge = 0
HOMO = -8.7 eV
Spin multiplicity = 1
Relative energy (zero: lowest compared OMol25 entry of this formula, charge and spin) = 86.9 kJ/mol



Entry 8:
Entry from OMol25: a molecular structure, C3H5CrO4 (wB97M-V/def2-TZVPD).

Structure (XYZ):
```
13
Properties=species:S:1:pos:R:3:forces:R:3:lowdin_spin:R:1
O 0.6140 0.7212 -0.9330 0.295 -1.053 -0.402 0.008
C 0.9796 -0.2426 -0.2408 -0.211 2.723 0.442 0.007
C -1.7464 0.6979 0.1380 -2.820 -0.192 0.588 -0.001
O 2.1499 -0.5343 0.1244 -0.415 -1.032 -0.131 0.016
O 0.0216 -0.9237 0.4439 -0.280 -1.415 0.176 -0.002
C -1.3200 -0.7575 0.0012 0.462 0.475 -0.080 -0.002
Cr 3.9179 0.2048 0.2003 0.612 0.272 -0.039 3.975
H -1.7905 1.1898 -0.8451 0.637 0.192 0.805 0.000
H -1.2310 1.1718 0.9890 0.219 0.082 -0.933 -0.001
H -1.3998 -1.0815 -1.0440 -0.102 -0.008 0.192 0.000
H -1.9359 -1.3937 0.6494 0.168 0.225 -0.170 0.000
O -3.2151 0.6398 0.5914 1.270 -0.363 -0.374 0.000
H -3.5611 1.5351 0.5879 0.165 0.093 -0.076 0.000
```
Forces are in eV/Å.

Calculated values
LUMO level (spin up / spin down) = 0.1154 / 0.1156 Eh
Orbital gap (spin up / spin down) = 6.0 / 4.3 eV
Total charge = -1
HOMO (spin up / spin down) = -2.8 / -1.1 eV
Spin multiplicity = 5



Entry 9:
Entry from OMol25: a molecular structure, C3H5CsLiO3 (wB97M-V/def2-TZVPD).

Structure (XYZ):
```
13
Properties=species:S:1:pos:R:3:forces:R:3:lowdin_spin:R:1
O -1.4040 -0.8895 2.0602 -0.532 -0.313 0.014 0.000
C -0.2913 -0.4106 1.3389 1.155 0.492 -0.721 0.000
C -0.5371 -0.6267 -0.1424 -2.437 -2.631 0.907 -0.001
O 1.0993 0.3629 -0.8379 0.432 3.032 -1.835 0.046
H -1.3388 -0.6065 2.9754 0.090 0.032 -0.001 0.000
H 0.6370 -0.9381 1.6160 -0.259 0.299 0.071 0.000
H -0.1940 0.6807 1.4875 0.340 -0.374 0.154 0.000
H -1.3208 0.0678 -0.4824 1.349 0.861 -0.716 0.000
H -1.1948 -1.4987 -0.2723 0.625 -0.567 0.607 0.000
O 0.5966 -1.5754 -1.3238 -1.750 1.673 -1.390 0.005
C 0.9732 -0.4379 -1.8570 1.546 -1.231 2.509 0.013
Li 2.7270 2.2221 -1.6701 -0.103 -1.147 0.513 0.463
Cs 0.2477 3.6500 -2.8921 -0.456 -0.125 -0.111 0.474
```
Forces are in eV/Å.

Calculated values
LUMO level (spin up / spin down) = -0.0239 / -0.0360 Eh
Orbital gap (spin up / spin down) = 4.3 / 6.1 eV
Total charge = 0
HOMO (spin up / spin down) = -5.0 / -7.1 eV
Spin multiplicity = 2
Relative energy (zero: lowest compared OMol25 entry of this formula, charge and spin) = 554.1 kJ/mol



Entry 10:
Entry from OMol25: a molecular structure, C3H5CuLiO3 (wB97M-V/def2-TZVPD).

Structure (XYZ):
```
13
Properties=species:S:1:pos:R:3:forces:R:3:lowdin_spin:R:1
C 0.2986 0.9589 -0.7100 -0.348 -0.904 0.723 0.010
C 1.4545 0.2062 -1.2656 -0.481 -2.455 0.499 0.003
H -0.3220 1.4350 -1.4755 -0.216 -0.159 0.639 0.001
H 0.5544 1.5758 0.1570 -0.481 -0.128 -0.230 0.001
H 1.4145 0.1988 -2.3615 0.323 -0.181 0.354 0.000
H 2.4162 0.5634 -0.8781 -0.256 -0.383 -0.197 0.000
H 1.1143 -0.8833 -0.8282 2.273 2.312 -1.635 0.002
O -1.8139 -1.1420 1.3961 -0.562 -0.986 0.043 0.213
C -0.7872 -0.4033 1.1871 0.769 1.687 0.112 0.035
O -0.1456 0.1514 2.0727 -0.377 -0.544 -0.077 0.015
O -0.5542 -0.2703 -0.1316 -0.662 1.566 -0.151 0.164
Cu -2.2199 -1.5419 -0.5028 -0.158 -0.001 0.086 1.530
Li -1.4097 -0.8485 3.3405 0.177 0.178 -0.165 0.025
```
Forces are in eV/Å.

Calculated values
LUMO level (spin up / spin down) = -0.1420 / -0.2560 Eh
Orbital gap (spin up / spin down) = 7.7 / 8.8 eV
Total charge = +1
HOMO (spin up / spin down) = -11.6 / -15.8 eV
Spin multiplicity = 3
Relative energy (zero: lowest compared OMol25 entry of this formula, charge and spin) = 0.0 kJ/mol



Entry 11:
Entry from OMol25: a molecular structure, C3H5CuO2 (wB97M-V/def2-TZVPD).

Structure (XYZ):
```
11
Properties=species:S:1:pos:R:3:forces:R:3:mulliken_charge:R:1
C -0.1669 0.1942 -0.7108 0.711 -1.441 1.324 -0.244
O 0.1054 1.4640 -0.7596 2.196 2.580 2.251 -0.403
H 0.6044 1.8404 0.1273 -1.487 -1.387 -2.965 0.388
C -1.8385 -1.3149 0.1729 -0.009 0.050 -0.420 -0.463
C -1.4188 -0.0500 0.0078 -0.575 -0.499 -0.225 0.128
H -2.8924 -1.5549 0.3254 0.398 0.035 0.616 0.252
H -1.1324 -2.1413 0.0626 -0.293 0.200 -0.319 0.224
H -2.0992 0.7857 0.2295 0.326 -0.207 -0.249 0.307
O 3.0615 0.7292 0.1931 -1.227 -0.856 -0.852 -0.760
Cu 2.1607 -0.9279 -0.5794 -0.184 2.032 0.697 0.390
H 3.6161 0.9753 0.9313 0.144 -0.506 0.140 0.182
```
Forces are in eV/Å.

Calculated values
LUMO level (spin up / spin down) = -0.0434 / -0.0433 Eh
Orbital gap (spin up / spin down) = 7.1 / 7.1 eV
Total charge = 0
HOMO (spin up / spin down) = -8.2 / -8.2 eV
Spin multiplicity = 1
Relative energy (zero: lowest compared OMol25 entry of this formula, charge and spin) = 0.0 kJ/mol



Entry 12:
Entry from OMol25: C3H5F in the gas phase (wB97M-V/def2-TZVPD).

Structure (XYZ):
```
9
Properties=species:S:1:pos:R:3:forces:R:3:mulliken_charge:R:1
C -1.4334 -0.4894 0.0205 -2.522 6.353 6.743 -0.940
C -0.5473 0.6993 -0.0546 3.872 -1.197 0.982 -0.232
C 0.8074 0.6136 0.0284 -3.930 -1.424 -0.327 -0.246
F 1.2879 -0.6638 -0.0390 0.581 0.663 0.401 -0.255
H -2.3571 0.0500 -0.1659 -0.866 -1.185 0.054 0.309
H -1.4239 -0.9633 1.0260 -0.003 0.207 -0.786 0.249
H -1.1801 -1.0293 -0.6758 2.021 -6.453 -7.021 0.362
H -1.0482 1.5952 -0.1164 -0.441 2.271 0.168 0.364
H 1.4576 1.3807 0.3174 1.288 0.765 -0.215 0.388
```
Forces are in eV/Å.

Calculated values
LUMO level = 0.0425 Eh
Orbital gap = 10.5 eV
Total charge = 0
HOMO = -9.3 eV
Spin multiplicity = 1
Relative energy (zero: lowest compared OMol25 entry of this formula, charge and spin) = 118.0 kJ/mol